The molecule C5H6O at a distorted geometry. Source: the Open Molecules 2025 dataset; level of theory: wB97M-V/def2-TZVPD.

Computed properties:
LUMO level = 0.3 eV
frontier orbital gap = 8.585 eV
energy above the lowest of the compared OMol25 structures with the same formula, charge and spin = 73.0 kcal/mol

```
12
C5H6O (wB97M-V/def2-TZVPD)
C 0.33 -1.54 -0.26
C -0.07 -0.50 0.78
C -0.29 0.87 0.19
C 0.19 2.11 0.57
C -1.08 1.22 -0.85
O -1.73 1.61 -1.73
H -0.44 -1.64 -1.03
H 1.27 -1.27 -0.76
H 0.46 -2.53 0.19
H 0.69 -0.41 1.57
H -1.00 -0.82 1.27
H -0.14 2.99 0.01
```

Atomic partial charges in e from the Löwdin method, atoms 1 to 8: number 1, C, carries -0.11; number 2, C, carries -0.22; number 3, C, carries -0.38; number 4, C, carries 0.15; number 5, C, carries -0.13; number 6, O, carries 0.20; number 7, H, carries 0.07; number 8, H, carries 0.08